(1)
ORCA calculation (ωB97M-V/def2-TZVPD) on a structure of composition C35H30N9O4SY.

For the LUMO energy, the calculation gives -0.8233 eV. The calculation puts the total energy at -70268.5064 eV.

```
! wB97M-V def2-TZVPD RIJCOSX def2/J DEFGRID3
* xyz 0 1
Y -0.70 -0.28 -0.80
O -0.11 -3.40 2.22
C -0.56 -2.81 1.24
N 0.09 -2.17 0.25
C 1.47 -2.41 0.01
C 2.31 -3.13 0.86
C 3.62 -3.42 0.48
C 4.09 -3.01 -0.75
C 3.27 -2.27 -1.60
C 1.97 -1.94 -1.23
N 1.11 -1.11 -2.00
C 1.45 -0.75 -3.24
O 2.37 -1.14 -3.96
C 0.55 0.31 -3.86
C 1.03 0.97 -4.99
C 0.24 1.92 -5.59
C -1.02 2.16 -5.07
C -1.41 1.46 -3.94
N -0.65 0.56 -3.32
C -2.06 -2.80 1.08
C -2.77 -3.77 1.78
C -4.15 -3.78 1.70
C -4.77 -2.79 0.97
C -3.98 -1.86 0.31
N -2.65 -1.87 0.33
H 1.93 -3.48 1.80
H 4.25 -3.99 1.15
H 5.10 -3.24 -1.06
H 3.65 -1.94 -2.55
H 2.01 0.69 -5.35
H 0.59 2.46 -6.46
H -1.69 2.89 -5.51
H -2.40 1.64 -3.54
H -2.22 -4.48 2.38
H -4.73 -4.54 2.22
H -5.85 -2.72 0.90
H -4.46 -1.05 -0.21
O 3.74 0.42 0.48
C 3.81 1.75 0.36
C 5.07 2.33 0.46
C 5.23 3.69 0.35
C 4.13 4.52 0.12
C 2.88 3.96 0.01
C 2.69 2.57 0.13
C 1.33 2.00 0.01
O 1.14 0.75 0.23
N 0.37 2.84 -0.37
N -0.76 2.16 -0.67
C -1.85 2.82 -0.74
C -3.06 2.11 -1.16
C -4.26 2.80 -1.32
C -5.34 2.15 -1.88
C -5.21 0.83 -2.27
C -4.00 0.20 -2.03
N -2.95 0.80 -1.47
H 2.82 0.13 0.32
H 5.92 1.67 0.63
H 6.23 4.12 0.43
H 4.26 5.59 0.04
H 2.01 4.57 -0.16
H -1.89 3.88 -0.51
H -4.31 3.85 -1.04
H -6.28 2.68 -2.03
H -6.01 0.29 -2.74
H -3.85 -0.83 -2.33
S -1.71 0.68 1.93
C -0.64 0.11 3.13
N 0.63 -0.18 2.88
C 1.55 -0.79 3.83
C 0.74 -1.61 4.83
C -0.32 -0.71 5.44
N -1.10 -0.09 4.37
H 0.96 0.03 1.94
H 2.13 -0.02 4.34
H 2.23 -1.42 3.26
H 1.39 -2.00 5.61
H 0.28 -2.44 4.30
H 0.14 0.06 6.07
H -1.00 -1.29 6.06
H -2.07 0.12 4.51
*
```

---

(2)
ORCA calculation (ωB97M-V/def2-TZVPD) on a cluster of 13 separate species, C32H86F3N8O14 in total.

For the LUMO energy, the calculation gives 1.4023 eV. The calculation puts the total energy at -83316.0968 eV.

```
! wB97M-V def2-TZVPD RIJCOSX def2/J DEFGRID3
* xyz -1 1
C -0.96 -2.20 -0.20
O -0.08 -1.09 0.08
O -1.22 -2.85 0.99
C -2.16 -1.68 -1.07
F -3.08 -2.60 -1.20
F -2.84 -0.68 -0.51
F -1.66 -1.30 -2.21
C 1.14 -0.99 -0.65
C 2.04 0.11 -0.07
H 2.49 -0.05 0.91
H 2.90 0.28 -0.71
H 1.49 1.04 0.02
H 0.86 -0.76 -1.68
H 1.69 -1.93 -0.65
H -0.55 -2.88 -0.95
C 2.08 -5.58 4.11
O 3.01 -6.05 4.81
N 1.35 -6.23 3.25
N 1.93 -4.29 4.18
H 0.67 -5.62 2.83
H 1.63 -7.17 2.98
H 1.21 -3.90 3.58
H 2.49 -3.81 4.87
C -7.60 -2.83 2.94
O -8.27 -3.43 3.82
N -6.84 -1.79 3.00
N -7.39 -3.45 1.79
H -6.22 -1.57 2.24
H -6.94 -1.10 3.73
H -6.86 -3.05 1.03
H -7.70 -4.39 1.57
C -4.15 -6.73 4.31
O -5.08 -7.23 4.99
N -2.98 -6.25 4.68
N -4.19 -6.82 3.05
H -2.53 -5.61 4.05
H -2.74 -6.16 5.66
H -5.12 -6.84 2.66
H -3.61 -6.09 2.67
C 0.47 4.31 -4.80
O 1.21 3.94 -5.68
N 0.46 5.43 -4.15
N -0.52 3.59 -4.37
H -0.24 5.68 -3.46
H 1.09 6.19 -4.36
H -0.94 4.01 -3.56
H -0.56 2.67 -4.78
C 0.55 -1.78 -7.40
C 1.64 -1.18 -6.55
C 2.46 -2.20 -5.81
O 2.39 -0.42 -7.48
H -0.04 -1.06 -7.96
H -0.21 -2.23 -6.76
H 0.82 -2.52 -8.15
H 1.20 -0.56 -5.76
H 2.71 -3.04 -6.46
H 1.89 -2.72 -5.04
H 3.28 -1.75 -5.25
H 2.53 0.39 -6.99
C -8.80 1.96 -0.30
C -9.28 1.96 -1.76
C -8.66 0.70 -2.50
O -10.75 1.82 -1.63
H -7.71 1.87 -0.33
H -9.20 1.18 0.34
H -8.94 2.96 0.10
H -8.98 2.86 -2.29
H -9.00 -0.11 -1.86
H -7.58 0.60 -2.38
H -8.94 0.79 -3.55
H -10.88 0.92 -1.32
C -3.64 -6.06 -5.96
C -4.30 -5.69 -7.32
C -4.88 -4.27 -7.38
O -3.29 -5.66 -8.28
H -3.06 -6.98 -5.88
H -4.30 -6.08 -5.10
H -2.91 -5.30 -5.68
H -5.03 -6.45 -7.61
H -4.25 -3.41 -7.16
H -5.82 -4.28 -6.84
H -5.21 -4.11 -8.40
H -2.67 -6.39 -8.28
C 6.63 6.02 -3.71
C 7.47 4.97 -4.35
C 6.81 3.62 -4.42
O 7.76 5.32 -5.64
H 6.37 5.72 -2.70
H 5.69 6.09 -4.26
H 7.10 7.01 -3.76
H 8.43 4.90 -3.82
H 5.74 3.61 -4.61
H 6.90 3.11 -3.46
H 7.24 2.92 -5.14
H 7.20 6.02 -5.98
C 7.21 -3.39 1.70
C 7.95 -2.53 2.71
C 7.58 -2.96 4.08
O 9.32 -2.73 2.50
H 7.53 -3.21 0.67
H 6.15 -3.37 1.91
H 7.45 -4.44 1.88
H 7.64 -1.49 2.57
H 6.50 -2.91 4.22
H 8.06 -2.28 4.79
H 7.89 -4.00 4.25
H 9.61 -2.28 1.70
C 2.86 2.88 8.38
C 3.79 2.69 7.06
C 4.13 1.19 6.89
O 3.04 3.09 5.95
H 1.94 2.31 8.31
H 2.82 3.96 8.50
H 3.37 2.49 9.26
H 4.74 3.21 7.17
H 4.66 1.03 5.95
H 3.24 0.55 6.88
H 4.73 0.77 7.70
H 2.25 2.54 5.94
C 1.93 6.80 0.57
C 1.81 7.88 1.66
C 0.94 9.09 1.27
O 1.19 7.25 2.78
H 0.93 6.42 0.34
H 2.55 6.04 1.04
H 2.45 7.11 -0.34
H 2.78 8.33 1.84
H -0.09 8.74 1.13
H 1.33 9.65 0.43
H 0.82 9.74 2.14
H 1.61 6.40 2.96
C -2.37 1.14 5.94
C -2.08 1.35 4.44
C -2.11 2.78 3.95
O -0.72 0.89 4.23
H -3.43 1.29 6.17
H -1.79 1.94 6.41
H -2.08 0.19 6.38
H -2.76 0.74 3.85
H -1.50 3.51 4.48
H -3.16 3.06 4.02
H -1.70 2.85 2.94
H -0.68 0.36 3.42
*
```

---

(3)
ORCA calculation (ωB97M-V/def2-TZVPD) on the molecule C2H4N4.

For the LUMO energy, the calculation gives 0.8433 eV. The calculation puts the total energy at -8095.0941 eV. Its structure (SMILES) is C1=NNC=NN1.

```
! wB97M-V def2-TZVPD RIJCOSX def2/J DEFGRID3
* xyz 0 1
C 0.21 -0.31 1.22
N -1.00 -0.35 0.80
N -1.20 -0.20 -0.60
C -0.25 0.43 -1.15
N 0.97 0.49 -0.75
N 1.37 -0.17 0.42
H 0.16 -0.23 2.36
H -2.21 -0.16 -0.66
H -0.80 0.69 -2.21
H 2.10 0.58 0.99
*
```

---

(4)
ORCA calculation (ωB97M-V/def2-TZVPD) on the ion C22H31N2O4S with charge +1.

For the LUMO energy, the calculation gives -2.2230 eV. The calculation puts the total energy at -45315.8013 eV. Its structure (SMILES) is CCCS(=O)(=O)N1CC[NH+](Cc2ccc(OCc3ccccc3)c(OC)c2)CC1.

```
! wB97M-V def2-TZVPD RIJCOSX def2/J DEFGRID3
* xyz 1 1
C -5.70 -2.16 -1.70
C -4.70 -1.17 -1.11
C -3.53 -1.89 -0.46
S -2.16 -0.80 -0.05
O -1.93 0.18 -1.10
O -1.03 -1.57 0.35
N -2.66 0.09 1.32
C -3.35 1.33 1.03
C -2.37 2.53 1.04
N -1.04 2.02 0.66
C -0.07 3.08 0.24
C 1.22 2.43 -0.19
C 2.41 2.70 0.45
C 3.55 2.00 0.08
C 3.52 1.03 -0.91
O 4.68 0.38 -1.16
C 4.63 -1.06 -1.21
C 3.99 -1.58 0.05
C 4.70 -1.56 1.24
C 4.08 -1.93 2.43
C 2.75 -2.32 2.43
C 2.04 -2.35 1.24
C 2.66 -1.99 0.05
C 2.31 0.80 -1.61
O 2.33 -0.10 -2.62
C 1.15 -0.35 -3.34
C 1.18 1.51 -1.24
C -0.50 1.18 1.76
C -1.62 0.26 2.30
H -6.53 -1.63 -2.15
H -6.09 -2.81 -0.92
H -5.23 -2.78 -2.46
H -5.20 -0.54 -0.37
H -4.31 -0.53 -1.91
H -3.10 -2.63 -1.13
H -3.80 -2.37 0.48
H -3.81 1.24 0.05
H -4.13 1.49 1.78
H -2.69 3.28 0.32
H -2.30 2.99 2.03
H -1.19 1.40 -0.17
H 0.10 3.76 1.08
H -0.53 3.63 -0.58
H 2.46 3.43 1.24
H 4.49 2.18 0.58
H 4.10 -1.40 -2.10
H 5.68 -1.35 -1.28
H 5.73 -1.24 1.24
H 4.64 -1.92 3.35
H 2.27 -2.61 3.35
H 1.01 -2.65 1.22
H 2.11 -2.02 -0.87
H 0.81 0.54 -3.88
H 1.41 -1.12 -4.07
H 0.35 -0.71 -2.69
H 0.25 1.34 -1.77
H 0.32 0.58 1.36
H -0.11 1.83 2.54
H -1.20 -0.72 2.53
H -2.07 0.67 3.21
*
```

---

(5)
ORCA calculation (ωB97M-V/def2-TZVPD) on a structure of composition C4H5N3.

For the LUMO energy (spin up / spin down), the calculation gives -0.5782 / -0.6897 eV. The calculation puts the total energy at -8691.9978 eV.

```
! wB97M-V def2-TZVPD RIJCOSX def2/J DEFGRID3
* xyz 0 1
N -0.55 -0.26 -2.55
C -0.10 0.05 -0.70
N 0.91 0.31 -1.31
C 1.15 0.74 0.95
C 0.26 0.34 1.88
C -0.90 -0.32 1.32
N -1.09 -0.43 0.03
H -0.60 -1.28 -2.49
H 0.15 -0.08 -3.28
H 2.09 1.24 1.21
H 0.33 0.45 2.96
H -1.66 -0.76 1.95
*
```

---

(6)
ORCA calculation (ωB97M-V/def2-TZVPD) on a cluster of 9 separate species, C28H61F17NO10P2S8 in total.

For the LUMO energy, the calculation gives 1.6828 eV. The calculation puts the total energy at -203439.5741 eV.

```
! wB97M-V def2-TZVPD RIJCOSX def2/J DEFGRID3
* xyz -1 1
N 2.37 -1.92 1.14
P 2.86 -1.28 -0.23
C 1.62 -0.21 -1.09
C 1.37 1.02 -0.23
C 0.40 2.00 -0.94
C -0.76 2.37 -0.06
F -1.48 1.30 0.34
F -0.30 2.97 1.09
C -1.70 3.45 -0.65
F -0.91 4.47 -1.08
F -2.52 3.95 0.30
C -2.55 3.07 -1.90
F -1.74 2.75 -2.92
F -3.20 4.22 -2.24
C -3.65 1.98 -1.69
F -3.94 1.82 -0.38
F -4.79 2.41 -2.29
C -3.33 0.61 -2.34
F -3.47 0.77 -3.68
F -2.07 0.22 -2.10
C -4.31 -0.53 -1.90
F -4.51 -1.34 -2.97
F -5.50 -0.03 -1.55
C -3.78 -1.42 -0.74
F -4.87 -1.85 -0.07
F -3.06 -0.71 0.12
C -3.02 -2.71 -1.18
F -2.22 -2.50 -2.22
F -2.29 -3.12 -0.13
F -3.92 -3.67 -1.47
C 0.39 -1.16 -1.26
O -0.01 -1.26 -2.58
P 0.94 -0.28 -3.70
O 1.99 0.19 -2.36
H 1.43 -1.62 1.39
H 4.06 -0.57 -0.04
H 3.10 -2.34 -1.14
H 2.32 1.53 -0.11
H 1.06 0.74 0.77
H 0.95 2.91 -1.11
H 0.06 1.55 -1.86
H 0.62 -2.17 -0.92
H -0.39 -0.81 -0.57
H 0.13 -0.66 -4.85
H 1.81 -1.39 -4.02
H 1.65 0.67 -4.54
H -0.02 0.79 -3.45
C -8.09 1.25 3.07
S -8.36 -0.36 2.33
O -9.01 -1.21 3.37
C -6.63 -0.83 2.28
H -9.06 1.71 3.23
H -7.57 1.14 4.02
H -7.50 1.87 2.39
H -6.21 -0.80 3.29
H -6.09 -0.15 1.62
H -6.56 -1.84 1.89
C 7.38 0.43 2.50
S 5.73 0.59 3.22
O 4.76 0.25 2.16
C 5.78 2.38 3.37
H 7.54 -0.62 2.29
H 7.42 1.00 1.58
H 8.12 0.78 3.22
H 5.94 2.82 2.38
H 6.57 2.67 4.06
H 4.81 2.70 3.76
C -2.55 0.79 -7.40
S -1.75 2.30 -6.84
O -1.03 1.95 -5.59
C -3.27 3.14 -6.36
H -1.77 0.09 -7.70
H -3.13 0.36 -6.58
H -3.20 1.01 -8.25
H -3.80 2.54 -5.62
H -3.89 3.30 -7.24
H -2.99 4.10 -5.93
C -3.45 -4.03 2.75
S -2.89 -2.35 3.08
O -1.43 -2.32 2.86
C -3.15 -2.43 4.86
H -3.34 -4.22 1.69
H -2.85 -4.74 3.32
H -4.50 -4.12 3.03
H -2.56 -3.25 5.28
H -4.21 -2.58 5.07
H -2.82 -1.48 5.28
C 7.67 -4.28 0.16
S 6.01 -3.88 -0.39
O 5.98 -2.45 -0.76
C 5.22 -4.01 1.22
H 8.33 -4.21 -0.70
H 7.98 -3.57 0.93
H 7.68 -5.30 0.55
H 5.70 -3.32 1.91
H 5.31 -5.04 1.58
H 4.17 -3.75 1.11
C 5.62 -8.20 -4.07
S 6.41 -6.71 -3.46
O 7.04 -7.05 -2.16
C 4.89 -5.83 -3.10
H 6.40 -8.92 -4.32
H 4.97 -8.62 -3.30
H 5.04 -7.97 -4.97
H 4.29 -6.40 -2.39
H 4.33 -5.66 -4.02
H 5.16 -4.87 -2.66
C -6.00 5.49 -1.59
S -7.62 5.74 -2.31
O -7.75 7.19 -2.62
C -8.54 5.44 -0.79
H -5.25 5.67 -2.36
H -5.85 6.20 -0.76
H -5.91 4.47 -1.23
H -8.22 6.14 -0.03
H -8.37 4.41 -0.47
H -9.60 5.58 -1.01
C 7.99 3.86 8.85
S 6.91 2.72 7.97
O 7.68 2.20 6.82
C 5.80 3.99 7.33
H 8.79 3.27 9.30
H 8.41 4.58 8.16
H 7.42 4.36 9.64
H 6.37 4.70 6.73
H 5.30 4.49 8.16
H 5.06 3.49 6.70
*
```